Density functional theory data (the ωB97M-V functional and the def2-TZVPD basis) for a cluster of 5 separate species, C23H27Br2F7NO15PS in total.

Summary:
- Highest occupied orbital energy: -9.5 eV
- Spin multiplicity: 1
- SMILES: C/C(Br)=C(\Br)[C@@]1(C)C(=O)N[C@@H](CCC(F)(F)F)[C@@H]1P(O)(O)=S.O=C1OC[C@@H](F)O1.O=C1OC[C@@H](F)O1.O=C1OC[C@@H](F)O1.O=C1OC[C@@H](F)O1
- Calculated total energy: -235725.76201 eV
- Net charge: 0
- Gap between HOMO and LUMO: 9.41 eV

Each line ends with the Löwdin charge.
Geometry (Å):
C  9.1404  -4.0439  1.5033  -0.183
C  7.7988  -3.4368  1.8243  -0.742
Br  7.9647  -1.7410  2.6508  0.856
C  6.6121  -4.0165  1.6352  -0.598
Br  6.7012  -5.8255  1.0346  0.890
C  5.1859  -3.5597  1.9770  -0.399
C  4.9476  -3.7626  3.4864  -0.023
C  4.8840  -2.0433  1.6859  -0.436
O  4.9928  -1.1690  2.4723  0.108
N  4.1703  -1.9015  0.4444  0.109
C  3.2272  -3.0376  0.5841  -0.338
C  2.4817  -3.2895  -0.7201  -0.124
C  1.5611  -2.1683  -1.2337  -0.053
C  0.8401  -1.3436  -0.1960  -0.626
F  -0.2245  -0.7069  -0.7488  0.097
F  1.5789  -0.4022  0.3780  0.161
F  0.3386  -2.1106  0.7968  0.131
C  4.1313  -4.2266  1.0256  -0.335
P  3.1612  -5.7388  1.4624  0.170
O  3.7986  -6.4094  2.7694  -0.223
O  1.7605  -5.1774  2.0446  -0.196
S  2.9583  -6.9336  -0.0180  0.331
H  9.4804  -4.6690  2.3367  0.092
H  9.8831  -3.2589  1.3495  0.059
H  9.0851  -4.6547  0.5987  0.045
H  5.3343  -4.7269  3.8205  0.087
H  5.4390  -2.9469  4.0229  0.081
H  3.8778  -3.7139  3.7293  0.091
H  4.8327  -2.1733  -0.2896  0.143
H  2.5544  -2.7572  1.4032  0.132
H  3.2602  -3.4697  -1.4743  0.133
H  1.9104  -4.2204  -0.6530  0.092
H  0.7583  -2.6261  -1.8237  0.130
H  2.0925  -1.4807  -1.8993  0.136
H  4.5978  -4.5609  0.0906  0.065
H  3.2559  -6.2798  3.5590  0.089
H  1.7637  -4.2684  2.3708  0.067
C  -1.0028  2.5282  -1.4475  -0.036
C  -2.2277  2.7728  -0.5872  -0.303
O  -2.7521  3.9643  -1.1445  0.113
C  -2.3500  4.0442  -2.4418  -0.520
O  -2.7970  4.7997  -3.2390  0.177
O  -1.3853  3.1304  -2.6868  0.084
F  -1.9183  2.9848  0.7136  0.083
H  -0.1398  3.0529  -1.0341  0.152
H  -0.7678  1.4800  -1.5949  0.116
H  -2.9856  1.9927  -0.6457  0.152
C  -2.8379  -0.8650  -2.9080  -0.041
C  -3.9913  -1.7511  -3.3431  -0.300
O  -4.9761  -1.4724  -2.3596  0.152
C  -4.7374  -0.2452  -1.8477  -0.539
O  -5.4748  0.3761  -1.1578  0.179
O  -3.5222  0.2011  -2.2432  0.051
F  -3.6794  -3.0633  -3.2992  0.087
H  -2.2027  -1.3903  -2.1939  0.130
H  -2.2420  -0.4706  -3.7258  0.145
H  -4.4031  -1.5207  -4.3267  0.176
C  -6.7630  2.6113  0.6865  -0.052
C  -5.7559  3.6507  1.1302  -0.306
O  -6.5541  4.5898  1.8122  0.132
C  -7.6833  3.9554  2.2560  -0.543
O  -8.4499  4.4143  3.0311  0.188
O  -7.7742  2.7304  1.6897  0.077
F  -5.1495  4.2535  0.0729  0.061
H  -7.1764  2.8859  -0.2853  0.149
H  -6.3749  1.6000  0.6471  0.115
H  -4.9794  3.2816  1.8027  0.174
C  -3.7354  7.1962  -0.4664  -0.045
C  -3.9714  7.1347  -1.9625  -0.313
O  -2.9524  7.9804  -2.4640  0.139
C  -1.9337  8.0096  -1.5637  -0.554
O  -0.8535  8.4486  -1.7753  0.174
O  -2.3311  7.4531  -0.3953  0.069
F  -5.1797  7.6401  -2.3127  0.072
H  -4.2831  8.0377  -0.0379  0.145
H  -3.9799  6.2807  0.0597  0.114
H  -3.8623  6.1476  -2.4119  0.126

---

Density functional theory data (the ωB97M-V functional and the def2-TZVPD basis) for a cluster of 12 separate species, C43H66F27NO28P2 in total in a non-equilibrium geometry.

Summary:
- Highest occupied orbital energy: -10.6 eV
- Spin multiplicity: 1
- SMILES: CCOC(=O)C(F)(F)F.CCOC(=O)C(F)(F)F.CCOC(=O)C(F)(F)F.CCOC(=O)C(F)(F)F.CCOC(=O)C(F)(F)F.CCOC(=O)C(F)(F)F.CCOC(=O)C(F)(F)F.CCOC(=O)C(F)(F)F.CCOC(=O)C(F)(F)F.COP(=O)(OC)OC.COP(=O)(OC)OC.C[N+](=O)[O-]
- Calculated total energy: -196429.37730 eV
- Net charge: 0
- Gap between HOMO and LUMO: 10.69 eV

Each line ends with the Löwdin charge.
Geometry (Å):
C  -9.5543  -5.9949  2.1328  0.035
N  -10.8468  -5.6452  2.8297  -0.408
O  -11.2850  -6.3617  3.7468  0.043
O  -11.4083  -4.5980  2.4914  0.048
H  -9.6244  -7.0353  1.8155  0.092
H  -8.6787  -5.8993  2.7748  0.098
H  -9.3594  -5.4500  1.2092  0.092
C  4.0653  8.0573  5.0291  -0.166
O  5.0102  7.1039  4.8054  -0.203
P  6.4827  7.4015  5.4583  0.481
O  6.5259  7.3502  6.9548  -0.256
O  7.4616  6.2942  4.7549  -0.242
C  8.7134  5.8825  5.4660  -0.054
O  6.9996  8.7863  4.8403  -0.216
C  8.1694  9.3658  5.2188  -0.151
H  3.7712  8.3194  4.0128  0.099
H  4.3941  8.8973  5.6409  0.089
H  3.2354  7.6249  5.5879  0.094
H  8.4966  4.9622  6.0083  0.087
H  9.1020  6.6254  6.1625  0.072
H  9.4451  5.7332  4.6720  0.086
H  8.5680  9.0229  6.1735  0.092
H  7.9629  10.4351  5.2649  0.093
H  8.8902  9.3356  4.4017  0.095
C  -0.1678  2.8601  -0.0856  -0.111
O  -1.1340  1.8640  -0.4672  -0.248
P  -0.8462  0.3228  0.1078  0.543
O  0.4814  -0.1758  -0.2375  -0.228
O  -1.2237  0.4012  1.7152  -0.243
C  -2.3958  1.0446  2.2171  -0.108
O  -2.1762  -0.5300  -0.5315  -0.248
C  -2.0998  -1.9522  -0.6119  -0.126
H  0.6611  2.4894  0.5173  0.083
H  -0.7112  3.4430  0.6581  0.080
H  0.2074  3.4848  -0.8962  0.092
H  -3.1339  1.3333  1.4688  0.085
H  -2.0953  1.9640  2.7195  0.087
H  -2.8926  0.3131  2.8544  0.091
H  -2.1848  -2.2545  -1.6557  0.084
H  -2.9188  -2.3949  -0.0449  0.086
H  -1.1449  -2.3781  -0.3041  0.081
C  -9.6924  5.6782  11.7748  -0.046
C  -8.4829  5.0830  11.0080  -0.202
O  -8.8477  3.8142  10.4694  0.011
C  -8.6162  3.5928  9.1516  -0.301
O  -7.9882  4.3326  8.3696  0.117
C  -9.1105  2.1842  8.7017  -0.574
F  -9.0351  2.0669  7.3776  0.161
F  -8.3357  1.2809  9.1833  0.222
F  -10.4211  1.9141  8.9941  0.137
H  -10.5225  5.6973  11.0687  0.079
H  -9.4119  6.6976  12.0399  0.077
H  -9.9947  5.0970  12.6459  0.076
H  -7.5840  4.9292  11.6050  0.128
H  -8.2199  5.7344  10.1746  0.113
C  4.8357  -10.9862  -6.9870  -0.053
C  3.6234  -11.3416  -7.9040  -0.187
O  2.4498  -10.7065  -7.3804  0.007
C  1.3196  -11.3737  -7.1011  -0.327
O  1.1958  -12.5648  -7.3377  0.134
C  0.1655  -10.4356  -6.5729  -0.590
F  -0.9297  -10.5973  -7.2242  0.217
F  -0.1129  -10.7879  -5.2860  0.142
F  0.4886  -9.1706  -6.6687  0.193
H  5.7244  -11.5352  -7.2982  0.077
H  4.6229  -11.4825  -6.0401  0.071
H  4.9293  -9.9246  -6.7582  0.077
H  3.5219  -12.4253  -7.9628  0.117
H  3.8061  -10.9871  -8.9184  0.122
C  -7.3093  5.6595  -1.3341  -0.085
C  -8.7010  5.4980  -1.7544  -0.229
O  -9.3386  4.2637  -1.3961  0.033
C  -9.7588  3.4124  -2.3383  -0.353
O  -10.0945  3.7379  -3.4617  0.147
C  -10.0115  1.9923  -1.7657  -0.594
F  -10.0474  1.0947  -2.7586  0.174
F  -9.0446  1.7624  -0.8896  0.176
F  -11.1448  2.0159  -1.1303  0.212
H  -7.2632  5.7399  -0.2480  0.081
H  -6.7196  6.4262  -1.8367  0.092
H  -6.7620  4.7219  -1.4313  0.087
H  -8.5887  5.6647  -2.8256  0.125
H  -9.3187  6.2475  -1.2595  0.134
C  -0.1214  3.1444  10.7433  -0.049
C  -1.6889  3.0041  10.6404  -0.224
O  -2.2463  1.7127  10.6137  -0.013
C  -2.4883  0.9736  11.7921  -0.293
O  -2.2845  1.4749  12.8678  0.165
C  -2.7586  -0.5167  11.5569  -0.556
F  -4.0087  -0.8154  11.9615  0.158
F  -2.6762  -0.8345  10.2837  0.197
F  -1.8990  -1.1562  12.3629  0.174
H  0.1866  3.9708  10.1027  0.065
H  0.4350  2.2637  10.4226  0.076
H  0.1524  3.5131  11.7319  0.068
H  -2.0319  3.4851  9.7244  0.116
H  -2.0533  3.6605  11.4306  0.113
C  8.1671  0.5680  -5.7842  -0.065
C  8.2614  1.9865  -6.4587  -0.142
O  9.6705  2.3498  -6.6349  -0.002
C  10.3094  2.1849  -7.8078  -0.309
O  9.6959  1.9534  -8.8715  0.105
C  11.8705  2.3750  -7.6902  -0.549
F  12.4276  1.1708  -7.6735  0.168
F  12.4163  3.0378  -8.7327  0.162
F  12.1515  2.9120  -6.5184  0.179
H  7.1433  0.2854  -5.5390  0.069
H  8.5393  0.5584  -4.7598  0.070
H  8.5213  -0.2935  -6.3502  0.075
H  7.9225  2.6808  -5.6898  0.121
H  7.6483  1.9511  -7.3592  0.118
C  2.9469  -11.8626  5.4316  -0.064
C  1.5786  -11.8335  5.9954  -0.253
O  0.6502  -11.4865  4.9850  0.009
C  0.3414  -10.1557  4.8161  -0.269
O  0.6955  -9.1963  5.5679  0.106
C  -0.5578  -9.9451  3.5703  -0.510
F  0.1938  -9.8127  2.4537  0.156
F  -1.4840  -10.9543  3.3788  0.130
F  -1.1552  -8.7913  3.7868  0.176
H  3.5791  -12.1689  6.2650  0.088
H  3.2688  -10.8683  5.1220  0.086
H  2.9610  -12.5252  4.5662  0.091
H  1.4214  -11.2124  6.8772  0.127
H  1.3621  -12.8455  6.3376  0.126
C  -6.4233  1.6883  -8.4755  -0.069
C  -5.6384  0.6905  -7.6489  -0.198
O  -4.3233  1.2068  -7.3358  0.022
C  -3.1901  0.7060  -7.8827  -0.291
O  -3.1663  -0.2744  -8.6762  0.103
C  -1.8874  1.4613  -7.5764  -0.577
F  -2.1262  2.6809  -7.1675  0.189
F  -1.2608  0.8869  -6.5195  0.146
F  -1.0594  1.4555  -8.6084  0.190
H  -6.0495  1.8132  -9.4918  0.078
H  -6.4846  2.6929  -8.0572  0.081
H  -7.4152  1.2643  -8.6324  0.081
H  -5.6436  -0.2957  -8.1132  0.122
H  -6.2360  0.5184  -6.7537  0.122
C  1.9107  9.3867  -11.7538  -0.076
C  3.3335  9.3883  -11.3204  -0.244
O  3.5232  9.7129  -9.9594  0.010
C  3.6040  8.6928  -9.0265  -0.304
O  3.4893  7.5061  -9.2982  0.143
C  3.7951  9.1557  -7.5653  -0.577
F  4.7962  8.4606  -7.0180  0.179
F  4.0027  10.4583  -7.5338  0.185
F  2.6459  8.8947  -6.9524  0.180
H  1.3992  10.3339  -11.5825  0.081
H  1.2515  8.6657  -11.2704  0.081
H  1.8325  9.1713  -12.8195  0.084
H  3.7865  10.2371  -11.8326  0.126
H  3.8571  8.4901  -11.6476  0.129
C  4.6976  -6.5234  -2.5027  -0.049
C  5.3654  -5.9326  -1.2436  -0.204
O  6.4402  -6.7567  -0.8451  0.020
C  6.1891  -7.8488  -0.1040  -0.339
O  5.0792  -8.1850  0.3051  0.137
C  7.4345  -8.6092  0.4088  -0.503
F  7.5058  -8.5520  1.7638  0.149
F  7.3054  -9.9414  0.0668  0.128
F  8.5475  -8.0771  -0.0503  0.185
H  4.4472  -7.5829  -2.4482  0.079
H  5.3495  -6.4631  -3.3741  0.072
H  3.8578  -5.8945  -2.7982  0.079
H  4.6941  -5.8033  -0.3946  0.122
H  5.6635  -4.8899  -1.3530  0.126

---

Density functional theory data (the ωB97M-V functional and the def2-TZVPD basis) for a structure of composition C17H34BeO2P2 in a non-equilibrium geometry.

Summary:
- Highest occupied orbital energy: -7.2 eV
- Spin multiplicity: 1
- Calculated total energy: -41251.05634 eV
- Net charge: 0
- Gap between HOMO and LUMO: 6.52 eV
- ΔE to the lowest compared entry with this formula, charge and spin: 0.000 eV

Each line ends with the Löwdin charge.
Geometry (Å):
P  0.1042  -1.3570  -6.1605  0.832
P  0.0929  1.7065  -6.0693  0.831
C  -0.2653  -0.4701  -7.7824  -0.445
C  0.3448  0.9237  -7.7619  -0.447
H  -1.3630  -0.4632  -7.9285  0.079
H  0.2026  -1.0596  -8.5845  0.069
H  1.4296  0.9288  -7.9836  0.079
H  -0.1739  1.5595  -8.4941  0.070
C  -1.5264  2.4645  -6.5266  -0.294
H  -1.7908  3.2153  -5.7745  0.039
H  -2.2959  1.6852  -6.5683  0.037
H  -1.4221  2.9392  -7.5068  0.032
C  1.1776  3.1373  -6.4692  -0.311
H  0.8360  3.5844  -7.4060  0.035
H  2.2050  2.7722  -6.5764  0.035
H  1.1133  3.8603  -5.6502  0.035
C  -0.9951  -2.7726  -6.5830  -0.319
H  -0.8651  -3.5493  -5.8221  0.030
H  -0.7189  -3.1505  -7.5724  0.036
H  -2.0320  -2.4152  -6.5878  0.034
C  1.6951  -2.0532  -6.7727  -0.296
H  2.4434  -1.2550  -6.8121  0.037
H  1.5329  -2.4637  -7.7730  0.033
H  2.0195  -2.8437  -6.0884  0.036
Be  0.2230  -0.7549  0.1200  0.261
C  0.6342  1.9755  -1.9524  -0.125
C  -0.6956  1.8084  -1.9153  -0.130
C  -1.5374  0.9681  -2.8148  -0.195
C  -1.8915  -0.4909  -2.3569  -0.148
C  -0.8831  -1.3161  -1.6023  -0.051
C  0.5199  -1.1883  -1.7014  -0.116
C  1.1801  -0.4063  -2.8563  -0.186
C  1.6323  1.0476  -2.5786  -0.186
C  0.2017  -1.7174  1.5339  -0.175
H  1.1150  2.8402  -1.4895  0.110
H  -1.2575  2.3537  -1.1470  0.111
H  -1.0667  0.9401  -3.8172  0.031
H  -2.4950  1.5233  -2.9136  0.117
H  -2.8230  -0.3993  -1.7673  0.118
H  -2.1816  -1.0528  -3.2686  0.126
H  -1.2989  -2.2957  -1.2845  0.138
H  1.0721  -2.1231  -1.4955  0.135
H  0.5599  -0.4288  -3.7746  0.005
H  2.0956  -0.9718  -3.1115  0.116
H  2.5257  0.9857  -1.9302  0.119
H  1.9947  1.5037  -3.5227  0.097
H  1.0876  -1.4686  2.1439  0.012
H  0.1975  -2.7880  1.2948  -0.019
H  -0.7055  -1.4654  2.1112  0.006
C  -0.9222  2.1608  2.4903  -0.060
O  -0.8398  1.1748  1.4587  -0.115
C  0.3095  0.8964  0.8554  -0.504
O  1.2597  1.6482  0.7276  -0.011
H  0.0494  2.5494  2.7926  0.085
H  -1.3812  1.6536  3.3385  0.084
H  -1.5691  2.9577  2.1265  0.083

---

Density functional theory data (the ωB97M-V functional and the def2-TZVPD basis) for an isolated molecule of C5H8 in a non-equilibrium geometry.

Summary:
- Highest occupied orbital energy: -8.8 eV
- Spin multiplicity: 1
- SMILES: CC=C=CC
- Calculated total energy: -5311.85735 eV
- Net charge: 0
- Gap between HOMO and LUMO: 9.64 eV
- ΔE to the lowest compared entry with this formula, charge and spin: 2.310 eV

Each line ends with the Löwdin charge.
Geometry (Å):
C  1.9162  -0.3081  1.0593  -0.100
C  0.6794  0.5290  1.1319  -0.184
C  -0.3831  0.1094  0.4988  -0.048
C  -0.7759  0.1682  -0.7480  -0.223
C  -1.7646  -0.5859  -1.5222  -0.117
H  2.1803  -0.5786  2.0784  0.066
H  2.7438  0.2358  0.5856  0.080
H  1.7236  -1.2219  0.4780  0.082
H  -0.1142  0.8305  -1.2941  0.109
H  0.7084  1.5730  1.4271  0.109
H  -2.3448  0.1061  -2.1339  0.071
H  -1.1684  -1.2347  -2.1751  0.078
H  -2.3861  -1.1905  -0.8645  0.075

---

Which of these has the lowest calculated total energy? C23H27Br2F7NO15PS

---

Which value of calculated total energy does entry 2 give? -196429.37730 eV

---

Which of these has the highest calculated total energy? C5H8